{"formula": "C6H5NO2", "method": "ωB97M-V with the def2-TZVPD basis set", "charge": 0, "homo_ev": -9.2, "gap_ev": 8.5, "elements": ["C", "C", "C", "C", "C", "C", "H", "H", "H", "H", "H", "N", "O", "O"], "positions_angstrom": [[1.9077, -0.7093, -0.2868], [0.7267, -1.1765, 0.1141], [-0.5684, -0.6158, -0.0872], [-1.8289, -0.9906, -0.1487], [-0.7035, 0.8957, -0.0379], [0.2676, 1.8989, 0.1458], [2.9171, -1.2476, 0.4514], [2.0342, 0.2634, -0.8985], [0.6558, -2.2223, 0.9160], [-2.1596, -1.9020, -0.5731], [-0.1140, 2.8607, 1.1957], [-1.9503, 1.2457, -0.0793], [-2.6224, 0.1836, -0.2665], [1.4380, 1.5160, -0.4452]], "atomic_forces_ev_per_a": [[3.62, -1.72, 2.34], [0.15, -4.41, 2.64], [1.64, 4.03, 0.14], [-0.96, 1.52, -1.38], [-0.89, -1.21, 0.40], [5.87, -0.62, -0.14], [-3.04, 1.70, -2.94], [0.39, -3.30, 0.68], [0.46, 3.29, -2.55], [-1.09, -0.61, 0.31], [1.76, -2.57, -3.52], [1.28, 1.59, 0.03], [-2.55, -4.25, 0.06], [-6.63, 6.55, 3.93]]}